[1]
{
  "formula": "C31H34FHfN8O7S3",
  "method": "wB97M-V/def2-TZVPD",
  "e_homo_ev": -9.64,
  "de_lowest_kj_mol": 42.3,
  "gap_ev": 6.37,
  "energy_ev": -95481.953,
  "total_charge": 1,
  "symbols": ["Hf", "F", "C", "C", "C", "C", "O", "C", "C", "N", "C", "C", "C", "C", "C", "C", "N", "C", "C", "N", "C", "C", "C", "O", "O", "H", "H", "H", "H", "H", "H", "H", "H", "H", "H", "H", "H", "H", "H", "H", "H", "H", "H", "N", "C", "O", "C", "C", "H", "H", "H", "H", "H", "H", "S", "C", "N", "C", "C", "N", "H", "H", "H", "H", "H", "H", "S", "C", "N", "O", "S", "O", "N", "C", "O", "C", "C", "C", "C", "C", "C", "H", "H", "H", "H"],
  "positions_angstrom": [[-1.79449, -1.97701, -0.67323], [3.22623, 2.92235, -0.63438], [1.92972, 3.14381, -0.33473], [1.05499, 2.09398, -0.36053], [-0.29809, 2.33037, -0.10570], [-1.23561, 1.20895, -0.18134], [-0.79222, 0.07979, -0.45557], [-2.60491, 1.51025, 0.06040], [-2.95496, 2.79068, 0.36261], [-2.09261, 3.82555, 0.45446], [-2.58875, 5.15387, 0.71651], [-2.26598, 5.80075, 2.03473], [-3.66200, 5.33271, 1.74316], [-0.74393, 3.62385, 0.19176], [0.17843, 4.67725, 0.23602], [1.51674, 4.45044, -0.03180], [2.41092, 5.55143, 0.02505], [3.83603, 5.34052, 0.21857], [4.47409, 6.70549, 0.52603], [3.39597, 7.61282, 1.03863], [2.43063, 7.96302, -0.06669], [2.16728, 6.67644, -0.86292], [-3.68409, 0.46067, -0.03351], [-4.75862, 0.65728, 0.49745], [-3.36089, -0.58186, -0.72458], [1.38208, 1.09038, -0.60043], [-3.99607, 3.02035, 0.54665], [-2.62433, 5.78722, -0.16402], [-2.06591, 6.86264, 2.04135], [-1.69217, 5.21077, 2.73506], [-4.42452, 6.06743, 1.53291], [-4.00543, 4.45797, 2.27573], [-0.14620, 5.67014, 0.50676], [4.34324, 4.91977, -0.65496], [3.98251, 4.65546, 1.05393], [4.87681, 7.19308, -0.36094], [5.25855, 6.63877, 1.27743], [3.78249, 8.45354, 1.46585], [2.86977, 7.09924, 1.74975], [2.89216, 8.74886, -0.66269], [1.53452, 8.35049, 0.41609], [2.81381, 6.63149, -1.74842], [1.13912, 6.66799, -1.21543], [-2.37003, -3.13596, 3.20564], [-2.66145, -2.78287, 1.96326], [-2.08767, -1.78074, 1.45728], [-3.70215, -3.53656, 1.18763], [-3.50429, -3.42323, -0.33466], [-1.59960, -2.67674, 3.66518], [-2.66183, -4.04034, 3.53660], [-4.64879, -3.07971, 1.50222], [-3.71682, -4.56820, 1.55157], [-4.41810, -3.03209, -0.78661], [-3.33817, -4.42409, -0.74428], [1.07537, -1.85737, 0.66614], [1.95970, -3.00945, -0.20384], [2.42585, -4.15079, 0.31031], [3.06666, -4.98567, -0.69563], [2.84405, -4.17515, -1.99359], [2.30202, -2.92361, -1.49162], [2.11867, -4.47229, 1.22131], [2.59791, -5.97074, -0.73556], [4.12883, -5.11468, -0.47857], [2.13179, -4.65741, -2.66923], [3.77827, -4.01192, -2.53085], [1.91789, -2.19735, -2.08772], [1.02062, -0.51006, -3.76223], [-0.41189, -1.01979, -3.20370], [-1.43932, -1.38741, -2.76508], [-1.74839, -6.14740, 2.21911], [-0.56681, -5.80329, 1.47742], [0.67224, -5.69584, 2.20642], [-0.81075, -4.44660, 0.61317], [-0.61236, -4.63966, -0.66496], [-0.69562, -3.69004, -1.49652], [-0.35909, -6.05653, -1.05516], [-0.17479, -6.59914, -2.31410], [0.04172, -7.96969, -2.40038], [0.07267, -8.76501, -1.25889], [-0.11349, -8.21789, 0.00794], [-0.33159, -6.85833, 0.07259], [-0.21400, -5.97262, -3.19454], [0.18144, -8.43083, -3.36835], [0.23940, -9.82886, -1.35813], [-0.09238, -8.83306, 0.89538]]
}


[2]
{
  "formula": "C8H7N",
  "method": "wB97M-V/def2-TZVPD",
  "e_homo_ev": -9.10,
  "de_lowest_kj_mol": 648.0,
  "gap_ev": 9.23,
  "smiles": "C#CC#CC#CCCN",
  "energy_ev": -9892.091,
  "total_charge": 0,
  "symbols": ["C", "C", "C", "C", "C", "C", "C", "C", "N", "H", "H", "H", "H", "H", "H", "H"],
  "positions_angstrom": [[5.08875, 0.61748, -0.02582], [3.92532, 0.11815, 0.02330], [2.54663, -0.16929, -0.00892], [1.39325, -0.48068, 0.15412], [-0.01194, -0.77579, 0.05422], [-1.25003, -0.81375, -0.18256], [-2.77763, -0.99293, -0.29466], [-3.28232, 0.30016, 0.52829], [-2.98638, 1.60390, -0.12758], [6.11510, 0.77611, -0.11199], [-3.12574, -0.93118, -1.35448], [-3.25161, -1.86209, 0.30771], [-4.35281, 0.35173, 0.76279], [-2.58322, 0.34522, 1.45834], [-3.76999, 1.78558, -1.03049], [-1.91924, 1.48723, -0.62664]]
}


[3]
{
  "formula": "C29H30Cl57IN2O4",
  "method": "wB97M-V/def2-TZVPD",
  "e_homo_ev": -9.29,
  "gap_ev": 7.40,
  "energy_ev": -763602.298,
  "total_charge": 0,
  "symbols": ["C", "C", "C", "C", "N", "C", "C", "O", "N", "O", "C", "O", "C", "I", "C", "C", "O", "H", "H", "H", "H", "H", "H", "H", "H", "H", "H", "H", "C", "Cl", "Cl", "Cl", "H", "C", "Cl", "Cl", "Cl", "H", "C", "Cl", "Cl", "Cl", "H", "C", "Cl", "Cl", "Cl", "H", "C", "Cl", "Cl", "Cl", "H", "C", "Cl", "Cl", "Cl", "H", "C", "Cl", "Cl", "Cl", "H", "C", "Cl", "Cl", "Cl", "H", "C", "Cl", "Cl", "Cl", "H", "C", "Cl", "Cl", "Cl", "H", "C", "Cl", "Cl", "Cl", "H", "C", "Cl", "Cl", "Cl", "H", "C", "Cl", "Cl", "Cl", "H", "C", "Cl", "Cl", "Cl", "H", "C", "Cl", "Cl", "Cl", "H", "C", "Cl", "Cl", "Cl", "H", "C", "Cl", "Cl", "Cl", "H", "C", "Cl", "Cl", "Cl", "H", "C", "Cl", "Cl", "Cl", "H"],
  "positions_angstrom": [[-1.84642, 0.87536, 6.32658], [-3.27015, 0.52656, 5.84619], [-3.30405, -0.60792, 4.82096], [-2.88375, -0.17270, 3.41061], [-2.65884, -1.40541, 2.62241], [-2.29940, -1.18775, 1.32143], [-1.18149, -0.59855, 0.87293], [-0.19819, -0.09982, 1.72161], [-0.41417, 1.36043, 1.73723], [0.45597, 1.92186, 1.22314], [-0.88740, -0.43478, -0.55555], [0.16795, 0.06806, -0.92870], [-1.87443, -0.90910, -1.59746], [-1.31802, -0.63858, -3.61576], [-2.98603, -1.48167, -1.17111], [-3.28120, -1.66140, 0.27764], [-4.33273, -2.20003, 0.59463], [-1.22432, -0.00796, 6.24499], [-1.42012, 1.71170, 5.77916], [-1.90272, 1.12060, 7.38455], [-3.83227, 0.27221, 6.74342], [-3.76832, 1.42883, 5.46261], [-2.52986, -1.32162, 5.11290], [-4.25466, -1.14158, 4.81042], [-1.96651, 0.38727, 3.54391], [-3.68607, 0.43397, 2.99499], [-3.50454, -1.96642, 2.65616], [-3.70136, -1.83551, -1.89397], [1.68104, -1.79884, 5.11807], [0.78906, -0.99464, 3.81916], [0.63282, -2.12345, 6.50226], [2.41002, -3.28940, 4.53224], [2.47557, -1.13926, 5.44218], [2.68808, -0.91605, 0.94809], [3.43860, -0.26821, 2.41216], [3.67726, -0.61946, -0.48790], [2.41387, -2.65887, 1.07503], [1.73321, -0.42127, 0.80520], [-1.67794, -5.27253, -3.96843], [-0.60686, -4.74451, -5.26702], [-1.74974, -4.05808, -2.69086], [-3.29267, -5.61735, -4.59096], [-1.27524, -6.18470, -3.54772], [-5.28047, 1.60403, -3.78750], [-5.45981, 0.99320, -5.43142], [-6.84599, 1.77017, -2.96767], [-4.21969, 0.53399, -2.86171], [-4.81844, 2.58174, -3.83289], [-1.80384, -1.26124, 11.10336], [-1.37958, 0.44739, 10.97891], [-3.50549, -1.51027, 10.70776], [-0.77112, -2.23731, 10.05893], [-1.64464, -1.57574, 12.12594], [6.45195, -0.96840, 1.20491], [6.73854, -0.59812, 2.91046], [7.63379, -0.14872, 0.18073], [6.47992, -2.71033, 0.93748], [5.46771, -0.60333, 0.94634], [-8.23805, 4.20300, -6.73390], [-8.01402, 3.22677, -5.28137], [-6.79316, 4.15757, -7.74811], [-9.65368, 3.66354, -7.64235], [-8.40401, 5.22509, -6.42685], [0.71572, -6.79056, 0.25396], [1.51943, -5.23369, 0.50110], [-0.16095, -7.33551, 1.67778], [-0.36691, -6.70268, -1.14090], [1.49902, -7.50423, 0.04504], [2.88290, 1.76896, -4.07511], [2.07337, 1.02688, -2.69851], [3.37782, 0.53882, -5.24377], [1.84579, 2.97073, -4.84644], [3.77205, 2.27283, -3.71761], [4.20726, 5.34945, -7.39397], [5.05058, 6.03986, -6.00639], [5.12099, 5.62577, -8.87960], [3.91489, 3.62811, -7.14651], [3.25038, 5.84504, -7.48921], [3.55139, -9.88419, -0.38316], [3.77109, -8.25862, 0.26748], [2.33004, -9.88334, -1.65973], [5.08108, -10.52628, -0.97943], [3.20334, -10.52432, 0.41678], [8.57085, 8.36279, -4.84584], [8.21197, 9.40434, -6.22422], [7.11114, 8.04680, -3.90615], [9.30673, 6.85183, -5.38086], [9.27766, 8.87664, -4.20849], [-4.46178, 3.93941, 2.61958], [-4.47545, 2.94872, 4.08926], [-2.98293, 3.68033, 1.70416], [-5.87881, 3.59444, 1.62506], [-4.49948, 4.97998, 2.91341], [6.03282, -6.57639, 3.22888], [6.01593, -8.18946, 2.51009], [7.61566, -5.81799, 3.05336], [4.77200, -5.55232, 2.53525], [5.82630, -6.68917, 4.28468], [-8.47931, 7.39687, -3.62994], [-9.05532, 6.57008, -2.18275], [-6.92509, 6.73519, -4.13835], [-9.68203, 7.28682, -4.92511], [-8.34033, 8.44245, -3.38995], [-3.57585, -10.17735, 1.47854], [-2.52293, -10.69551, 2.79878], [-5.03542, -9.41285, 2.11029], [-2.71808, -9.08630, 0.39259], [-3.86993, -11.05416, 0.91758], [10.72535, 1.15508, 1.63711], [11.96938, 0.57969, 2.74879], [9.55785, 2.17817, 2.48073], [11.44928, 2.02305, 0.28331], [10.19818, 0.29561, 1.24418], [5.12574, 3.23377, 1.36667], [4.92109, 4.98392, 1.48494], [4.68055, 2.65193, -0.23608], [6.78893, 2.76474, 1.73010], [4.47076, 2.76581, 2.09029], [-6.47119, 8.46549, -8.08548], [-5.31787, 7.44778, -8.94830], [-7.80071, 7.50325, -7.43244], [-5.66493, 9.36322, -6.79689], [-6.88390, 9.17786, -8.78704]]
}


[4]
{
  "formula": "C6H4N2O3Ti",
  "method": "wB97M-V/def2-TZVPD",
  "e_homo_ev": [-17.36, -17.37],
  "gap_ev": [6.77, 6.85],
  "multiplicity": 3,
  "energy_ev": -38505.218,
  "s_squared": 2.008,
  "total_charge": 2,
  "symbols": ["O", "C", "Ti", "C", "C", "O", "O", "N", "C", "C", "N", "C", "H", "H", "H", "H"],
  "positions_angstrom": [[0.00334, 3.94902, -1.29764], [0.00080, 2.87038, -0.95336], [-0.00378, -0.25242, -0.02632], [1.60229, -1.23269, -0.61093], [-1.60833, -1.23225, -0.61465], [2.61696, -1.65957, -1.05567], [-2.62230, -1.65988, -1.06160], [-0.02401, -0.11117, 4.22769], [0.01961, -1.54819, 4.09674], [0.03150, -1.75762, 2.77570], [-0.00330, -0.60187, 2.09208], [-0.03363, 0.36106, 2.96589], [-0.04292, 0.41205, 5.11498], [0.03508, -2.22407, 5.03634], [0.06564, -2.69302, 2.28636], [-0.06076, 1.39254, 2.77482]]
}